[1]
This record from the Open Molecules 2025 dataset describes a 3-piece molecular cluster, C18H38BrN4O4S overall. The level of theory is ωB97M-V/def2-TZVPD.

As for the HOMO-LUMO gap: 0.263 hartree. As for the strongest force on any atom: 0.90 eV/A. The calculation puts the HOMO energy at -11.2533 eV. Its charge is +1.

Last column: Mulliken charge in e.
Geometry (Å):
C  0.70691  -3.65891  0.97877  -0.89
C  1.68429  -3.55081  2.15494  -0.43
S  1.64655  -1.99258  3.07204  -0.06
C  2.60985  -0.95519  1.98064  -0.25
N  1.92711  -0.54348  0.74928  0.45
C  0.70366  0.00065  0.54604  0.38
N  -0.17521  0.25375  1.50164  0.08
C  -1.48855  0.83004  1.24625  -0.90
C  -1.52723  2.30373  1.62208  -0.42
O  -2.78470  2.86234  1.25941  -0.34
C  -3.82248  2.50800  2.04405  0.59
O  -3.66933  1.83580  3.01992  -0.58
C  -5.12338  3.05762  1.55880  -0.46
C  -5.39598  2.81614  0.06197  -0.84
N  0.49749  0.23858  -0.76696  -0.54
C  1.59011  -0.17336  -1.36700  -0.13
N  2.48492  -0.65332  -0.50703  -0.29
Br  4.13599  -1.35216  -0.90501  0.18
H  -0.18060  -4.22077  1.25705  0.34
H  1.17522  -4.18190  0.14625  0.27
H  0.37782  -2.68935  0.61407  0.18
H  1.44395  -4.29378  2.91177  0.43
H  2.71223  -3.72220  1.83994  0.33
H  3.51382  -1.47994  1.67926  0.02
H  2.91798  -0.07062  2.53649  0.27
H  0.04537  0.00237  2.45215  0.20
H  -2.22138  0.26239  1.81530  0.47
H  -1.74213  0.73362  0.19366  0.37
H  -0.79156  2.83836  1.02312  0.31
H  -1.33052  2.45911  2.68067  0.34
H  -5.12096  4.12339  1.78736  0.29
H  -5.88461  2.59006  2.17498  0.31
H  -5.62886  3.74814  -0.44540  0.29
H  -6.27180  2.18284  -0.05108  0.18
H  -4.55864  2.35204  -0.44804  0.35
H  1.74950  -0.12622  -2.43189  0.49
C  -7.57163  2.04222  -5.22971  -1.05
C  -6.25079  1.92570  -4.48979  -0.37
O  -6.38257  1.65342  -3.10445  -0.33
C  -7.05104  0.45146  -2.76770  -0.26
C  -6.38461  -0.80458  -3.30280  -1.11
H  -8.19569  2.81385  -4.77820  0.29
H  -7.39035  2.30751  -6.27125  0.39
H  -8.13261  1.10702  -5.22111  0.27
H  -5.72003  2.87657  -4.53722  0.31
H  -5.60747  1.17874  -4.96924  0.31
H  -8.09918  0.49138  -3.08312  0.30
H  -7.05232  0.42715  -1.67736  0.31
H  -6.37518  -0.83266  -4.39264  0.26
H  -6.92245  -1.68670  -2.95460  0.40
H  -5.35184  -0.86689  -2.95511  0.28
C  10.02798  -0.43128  2.33563  -1.01
C  9.13688  -1.64719  2.51214  -0.32
O  7.74755  -1.37210  2.38548  -0.41
C  7.32780  -0.84598  1.14844  0.08
C  7.59298  -1.75476  -0.04277  -1.14
H  9.75837  0.34772  3.04916  0.29
H  11.06800  -0.70956  2.50272  0.39
H  9.95875  -0.00891  1.33198  0.26
H  9.24873  -2.04271  3.52047  0.33
H  9.43315  -2.44657  1.82417  0.29
H  7.76084  0.14570  0.97432  0.29
H  6.25074  -0.69938  1.26376  -0.01
H  8.65624  -1.91499  -0.21439  0.35
H  7.18402  -1.30562  -0.95253  0.35
H  7.13089  -2.73294  0.11021  0.28

[2]
This record from the Open Molecules 2025 dataset describes C22H63AgBN2O12Rb as an isolated structure in a non-equilibrium geometry. The level of theory is ωB97M-V/def2-TZVPD.

As for the expectation value of S²: 0.7657. As for the spin multiplicity: 2. As for the HOMO-LUMO gap (spin up / spin down): 0.183 / 0.164 hartree. As for the strongest force on any atom: 4.74 eV/A. The calculation puts the HOMO energy (spin up / spin down) at -3.8976 / -3.3887 eV. Its charge is -1.

Last column: Mulliken charge in e.
Geometry (Å):
Rb  5.79434  -32.68608  0.24223  0.81
Ag  2.61540  -30.97107  3.21443  -0.52
C  3.61469  -29.45936  -0.11696  -0.93
C  2.22953  -30.09342  -0.23432  -0.53
O  1.79230  -30.87843  0.89734  0.06
H  3.64007  -28.52535  0.44436  0.21
H  4.02027  -29.13757  -1.07616  0.45
H  4.22930  -30.26732  0.27996  -0.08
H  2.23177  -30.67830  -1.15412  0.25
H  1.55917  -29.29682  -0.55700  0.30
C  -0.05369  -32.83460  5.61968  -0.66
C  -0.52166  -32.07072  4.40275  -0.39
O  0.40752  -31.81292  3.34923  -0.14
H  0.20357  -33.84952  5.31659  -0.11
H  -0.89529  -32.91929  6.30716  0.42
H  0.81568  -32.34631  6.05998  0.02
H  -0.91502  -31.12900  4.78555  0.40
H  -1.43196  -32.55339  4.04709  -0.06
C  6.05867  -28.23274  4.14944  -1.07
C  4.92662  -28.72120  3.28100  -0.27
O  4.80734  -30.12131  3.01771  -0.33
H  6.24442  -27.16319  4.05121  0.38
H  6.90138  -28.80425  3.76043  0.10
H  5.75357  -28.44515  5.17408  0.26
H  4.92413  -28.22745  2.30924  0.19
H  3.99505  -28.42467  3.76302  0.12
B  3.77843  -33.17860  2.91489  3.84
H  3.91236  -34.20041  2.59518  0.09
H  2.71712  -33.15062  3.10743  -1.18
H  4.38444  -33.02154  3.79371  -0.15
H  4.02696  -32.49543  2.11753  -1.54
C  -1.81131  -29.61197  1.37327  -0.73
O  -1.82906  -30.99574  0.81345  -0.08
C  -3.10870  -31.63237  0.90212  -0.64
C  -2.74618  -33.06582  0.66829  -0.72
N  -1.84876  -33.70666  1.60475  0.24
C  -1.92377  -35.20812  1.45917  -0.66
C  -1.24356  -35.92828  2.60858  -0.86
O  0.07630  -35.52642  2.76720  0.10
C  0.71392  -36.16313  3.83537  -0.74
H  -2.73892  -29.04352  1.30617  0.42
H  -0.99295  -29.15146  0.81980  0.12
H  -1.66028  -29.54941  2.45094  0.18
H  -3.76826  -31.24665  0.12475  0.39
H  -3.53070  -31.56940  1.90514  0.39
H  -2.19389  -33.14053  -0.26846  0.14
H  -3.63845  -33.69103  0.63577  0.45
H  -2.19694  -33.39372  2.49970  -0.09
H  -1.37262  -35.52661  0.57435  0.18
H  -2.93556  -35.61189  1.49579  0.41
H  -1.21359  -36.99006  2.36396  0.40
H  -1.84019  -35.86526  3.51861  0.35
H  1.71848  -35.75286  3.93851  -0.30
H  0.89698  -37.16620  3.45008  0.53
H  0.32527  -35.92163  4.82468  0.32
C  4.40911  -35.80437  5.46399  0.09
C  4.32368  -37.02744  4.53701  -0.34
O  5.62503  -37.37087  3.96225  -0.65
O  5.25050  -34.80534  4.91777  -0.86
H  4.92146  -36.18514  6.34751  0.23
H  3.44036  -35.33798  5.64316  0.09
H  3.69420  -36.71948  3.70215  0.05
H  3.76473  -37.88039  4.92191  0.46
H  6.09946  -36.53984  4.03899  0.39
H  4.83661  -34.40516  4.14956  -0.06
C  2.20440  -34.16362  -0.44793  0.12
C  0.87346  -34.08084  -1.38782  -0.66
O  0.12914  -32.88885  -1.19508  -0.37
O  1.83769  -34.18034  0.88684  -0.18
H  2.86340  -33.29780  -0.51261  -0.28
H  2.79602  -35.02406  -0.76055  0.29
H  0.13840  -34.85888  -1.18182  0.15
H  0.93922  -34.42955  -2.41844  0.49
H  -0.41506  -32.74294  -1.97235  0.21
H  2.64956  -34.15963  1.39875  -0.15
C  3.17505  -33.62110  7.64168  0.53
C  2.93566  -32.68086  8.82409  -0.45
O  2.91798  -33.46626  10.01273  -0.54
O  4.27429  -33.01460  6.97949  -0.48
H  2.37404  -33.55595  6.90532  -0.39
H  3.45225  -34.60227  8.02711  0.27
H  1.92612  -32.27763  8.74446  0.31
H  3.64082  -31.85254  8.89293  0.25
H  2.33949  -32.99965  10.62037  0.31
H  4.64971  -33.65562  6.37142  0.26
C  8.38852  -32.97514  4.85619  -1.44
C  8.40621  -32.14548  3.52345  0.31
C  9.44759  -32.70564  2.41447  -0.72
O  10.85567  -32.67854  2.78404  -0.36
C  11.69583  -33.44707  1.96003  -0.73
N  7.05313  -32.28085  2.99838  0.03
H  7.54168  -32.74909  5.50415  0.39
H  9.34594  -32.76981  5.33507  0.41
H  8.23088  -34.01576  4.57269  0.32
H  8.57343  -31.11854  3.84831  0.44
H  9.31484  -32.15710  1.48195  0.34
H  9.28294  -33.72671  2.07037  0.32
H  11.59388  -33.16115  0.91315  0.28
H  11.33931  -34.45772  2.15895  0.33
H  12.72610  -33.21044  2.22586  0.22
H  6.57387  -31.49307  3.41048  -0.09
H  6.62470  -33.11041  3.38359  0.11

[3]
This record from the Open Molecules 2025 dataset describes C16H10Cl6Tc as an isolated structure in a non-equilibrium geometry. The level of theory is ωB97M-V/def2-TZVPD.

As for the expectation value of S²: 3.7943. As for the spin multiplicity: 4. As for the HOMO-LUMO gap (spin up / spin down): 0.222 / 0.276 hartree. As for the strongest force on any atom: 2.78 eV/A. The calculation puts the HOMO energy (spin up / spin down) at -6.9974 / -8.8185 eV.

Last column: Mulliken charge in e.
Geometry (Å):
C  -2.04021  -1.84436  -0.59663  -0.46
C  -1.40881  -2.03586  -1.84433  -0.50
C  -1.17621  -0.75746  -2.40163  -0.55
H  -1.12771  -2.98346  -2.27233  0.45
C  -1.62421  0.21604  -1.48153  -0.60
C  -2.17041  -0.46966  -0.37303  -0.81
H  -2.51361  -0.01206  0.53627  0.71
H  -2.26701  -2.61786  0.11367  0.52
H  -0.71761  -0.55886  -3.35423  0.66
H  -1.53441  1.28464  -1.58233  0.69
Tc  0.22469  -0.92006  -0.51073  -0.30
Cl  0.38249  -2.87026  1.02997  -0.41
C  2.57349  -0.79916  -0.24233  -0.86
C  2.19929  0.42424  -0.83983  -0.61
C  1.71179  0.14584  -2.12373  -0.35
H  2.19019  1.38114  -0.35073  0.94
C  1.80129  -1.25256  -2.33383  -0.69
C  2.34129  -1.83306  -1.17773  -0.31
H  2.46079  -2.88476  -0.99063  0.48
H  2.87989  -0.93266  0.77917  0.44
H  1.29299  0.86524  -2.80823  0.46
H  1.46509  -1.78636  -3.20733  0.55
Cl  -1.04171  -1.35636  2.94587  -0.16
C  -0.56751  0.24624  2.41407  0.94
C  -0.12491  0.59614  1.07827  -0.28
C  -0.01111  2.02344  0.83217  0.81
Cl  0.27419  2.76714  -0.75903  -0.13
C  -0.19161  2.96484  1.86997  -0.30
Cl  -0.01321  4.70244  1.56417  -0.19
C  -0.52691  2.56074  3.15797  0.31
Cl  -0.74501  3.75944  4.44237  -0.17
C  -0.74011  1.21724  3.42337  -0.13
Cl  -1.25531  0.75994  5.06277  -0.17

[4]
This record from the Open Molecules 2025 dataset describes a 4-piece molecular cluster, C35H57BBrF10N4O12S overall in a non-equilibrium geometry. The level of theory is ωB97M-V/def2-TZVPD.

As for the HOMO-LUMO gap: 0.325 hartree. As for the strongest force on any atom: 1.33 eV/A. The calculation puts the HOMO energy at -11.8527 eV. Its charge is +1.

Last column: Mulliken charge in e.
Geometry (Å):
C  5.64878  1.79923  -2.53562  -0.20
C  4.51761  1.45142  -2.71588  -1.66
C  3.09377  1.11725  -2.95106  1.37
F  3.13125  -0.06668  -3.66109  -0.36
N  2.39232  2.05101  -3.77939  2.13
N  2.93300  2.06605  -5.07245  -1.01
C  2.12283  1.34435  -6.08845  -0.22
C  3.02762  0.47313  -6.94131  -1.34
C  1.87288  3.26206  -3.25279  -1.69
C  0.73578  3.73153  -4.16666  -1.32
Br  3.18558  4.78056  -3.38160  0.03
C  1.24314  3.06137  -1.84154  1.63
C  0.82788  4.35847  -1.14846  -1.43
C  -0.60803  4.44784  -0.60971  0.21
C  -1.75940  4.13697  -1.58182  -0.91
C  -2.50802  2.84708  -1.21270  0.27
C  -3.92476  2.78629  -1.78633  -0.72
O  -4.82744  2.45652  -0.70859  -0.30
C  -5.68734  1.42357  -0.98572  0.56
C  -6.74706  1.70471  -2.01837  -0.89
O  -5.57975  0.38260  -0.41559  -0.52
N  1.95479  2.06038  -0.92055  0.46
S  0.79341  1.62323  0.41917  0.14
B  3.23143  2.62612  -0.13271  0.44
O  3.84411  3.66995  -0.70885  -0.49
N  3.59009  2.08609  1.16426  -0.14
C  5.01346  1.69212  1.12621  -1.14
C  3.44521  3.13554  2.19797  -0.98
C  2.30929  0.75348  -1.63846  -0.21
C  1.05362  -0.01256  -2.07991  -0.68
C  1.20639  -1.52505  -2.26727  -1.05
O  0.65889  -1.83988  -3.57069  -0.20
C  -0.11774  -2.93936  -3.60934  0.01
O  0.06514  -3.91702  -2.95114  -0.48
O  3.24398  0.06023  -0.90438  -0.25
C  2.84839  -0.82452  0.15730  -0.17
C  3.68622  -2.09565  0.09780  -1.64
H  6.70379  1.84159  -2.37461  0.52
H  3.09488  3.01586  -5.38132  0.37
H  1.59254  2.07195  -6.70811  0.47
H  1.40035  0.73395  -5.54946  0.14
H  2.55600  0.20373  -7.88554  0.42
H  3.95057  1.00327  -7.17435  0.34
H  3.29804  -0.43985  -6.41364  0.27
H  0.35503  4.70465  -3.87228  0.42
H  1.08848  3.82905  -5.18909  0.46
H  -0.06984  2.99564  -4.14819  0.38
H  0.31600  2.54426  -2.10094  -0.26
H  1.50309  4.63606  -0.33205  0.26
H  0.94726  5.18567  -1.84601  0.76
H  -0.72130  5.47569  -0.26476  0.71
H  -0.75303  3.84848  0.28304  -0.45
H  -1.46154  4.11932  -2.62994  0.30
H  -2.49350  4.93876  -1.48419  0.61
H  -1.94655  1.96465  -1.52803  -0.31
H  -2.63568  2.81860  -0.13100  0.14
H  -4.23349  3.74963  -2.19723  0.36
H  -4.02118  2.03170  -2.56810  0.43
H  -6.61394  2.69457  -2.44868  0.30
H  -7.73036  1.63805  -1.56126  0.32
H  -6.65340  0.96857  -2.81473  0.31
H  0.82441  2.81587  1.02618  -0.21
H  4.66735  3.50002  -1.18551  0.28
H  5.23482  1.10167  0.23884  0.31
H  5.24337  1.09193  2.00639  0.37
H  5.68373  2.55971  1.13191  0.39
H  4.11559  3.98123  2.01762  0.36
H  2.42497  3.51757  2.24790  0.18
H  3.69651  2.69268  3.16050  0.42
H  0.20252  0.15921  -1.42091  0.67
H  0.72199  0.37878  -3.04092  0.45
H  0.64209  -2.08499  -1.52661  0.75
H  2.24414  -1.84059  -2.26877  0.10
H  -0.95112  -2.83823  -4.31174  0.43
H  1.78669  -1.06839  0.12568  0.36
H  3.01115  -0.34482  1.12074  0.45
H  3.96103  -2.35495  -0.92188  0.34
H  4.62141  -1.92816  0.63434  0.41
H  3.18022  -2.91175  0.60771  0.41
C  -5.09209  3.01168  4.83667  -1.11
C  -4.02244  3.73244  5.62458  -0.22
O  -2.78154  3.80243  4.87741  -0.31
C  -2.69468  4.76779  3.98521  0.15
O  -3.50625  5.59814  3.71114  -0.51
C  -1.30708  4.71959  3.31331  1.11
F  -0.95719  3.46064  2.97345  -0.25
F  -0.36511  5.19188  4.13138  -0.28
F  -1.29649  5.44444  2.19661  -0.23
H  -4.74645  2.02160  4.53923  0.31
H  -5.98805  2.90113  5.44557  0.39
H  -5.35435  3.56260  3.93400  0.32
H  -3.77085  3.18997  6.53215  0.34
H  -4.33211  4.73763  5.90503  0.33
C  -1.20716  -6.65136  -1.84776  -1.00
C  -0.16180  -7.65642  -1.42380  -0.27
O  -0.26375  -7.93938  -0.01150  -0.32
C  -1.17155  -8.82910  0.35346  0.27
O  -1.91380  -9.44546  -0.34805  -0.52
C  -1.12119  -8.99267  1.88691  1.01
F  -1.03729  -7.79366  2.48563  -0.25
F  -0.04787  -9.70807  2.24080  -0.26
F  -2.20505  -9.60906  2.33677  -0.25
H  -1.13443  -5.75144  -1.23857  0.25
H  -1.06220  -6.37563  -2.88980  0.32
H  -2.21173  -7.05819  -1.73048  0.39
H  0.83946  -7.25276  -1.55596  0.32
H  -0.22981  -8.58149  -1.99429  0.32
C  -0.71933  -6.98309  5.67325  -0.96
C  -1.79730  -5.98842  5.31033  -0.21
O  -2.11087  -5.11666  6.41929  -0.31
C  -1.31045  -4.07945  6.58402  0.36
O  -0.36558  -3.77746  5.91611  -0.53
C  -1.79949  -3.23040  7.77683  0.88
F  -2.12207  -3.99408  8.82082  -0.24
F  -2.88520  -2.53214  7.41366  -0.26
F  -0.85707  -2.37320  8.15297  -0.24
H  -1.00663  -7.55534  6.55548  0.33
H  -0.55990  -7.67003  4.84660  0.20
H  0.22292  -6.48165  5.89291  0.30
H  -2.72974  -6.49695  5.07688  0.34
H  -1.51689  -5.38749  4.44646  0.33